Density functional theory data (ωB97M-V/def2-TZVPD) for C13H38FHfN2O7 as an isolated structure in a non-equilibrium geometry.

Output
- ΔE to the lowest compared entry with this formula, charge and spin (kJ/mol) = 111.28
- HOMO level (eV) = -15.878
- charge = +3
- lowest unoccupied orbital energy (eV) = -13.79
- gap between HOMO and LUMO (hartree) = 0.0766

```
62
Properties=species:S:1:pos:R:3:lowdin_charge:R:1
Hf 22.79 -8.18 -25.58 2.231
F 22.68 -8.61 -27.77 -0.446
C 25.65 -10.99 -28.42 -0.142
O 24.98 -11.45 -27.25 -0.153
H 25.42 -11.63 -29.27 0.091
H 25.20 -10.01 -28.60 0.054
H 26.72 -10.94 -28.22 0.094
H 25.53 -12.12 -26.83 0.086
C 22.63 -9.68 -31.35 -0.020
C 22.03 -8.33 -31.65 -0.358
C 21.07 -8.50 -32.83 -0.186
O 21.75 -9.07 -33.91 -0.137
C 21.01 -9.06 -35.10 -0.081
N 21.26 -7.94 -30.48 0.137
H 23.05 -10.11 -32.27 0.109
H 21.86 -10.38 -31.03 0.072
H 23.40 -9.64 -30.58 0.076
H 22.78 -7.57 -31.86 0.160
H 20.67 -7.52 -33.12 0.151
H 20.23 -9.13 -32.52 0.126
H 20.00 -9.49 -35.08 0.102
H 21.53 -9.66 -35.85 0.103
H 20.92 -8.10 -35.61 0.105
H 21.78 -8.24 -29.66 0.044
H 20.45 -8.55 -30.36 0.032
C 20.20 -12.67 -29.62 -0.027
C 20.40 -11.40 -28.78 -0.401
C 19.25 -10.38 -28.91 -0.194
O 19.06 -10.12 -30.29 -0.205
C 18.22 -9.00 -30.57 -0.073
N 20.56 -11.78 -27.37 0.049
H 19.35 -13.26 -29.28 0.097
H 21.03 -13.37 -29.53 0.091
H 20.13 -12.45 -30.68 0.088
H 21.30 -10.88 -29.11 0.111
H 19.49 -9.42 -28.44 0.111
H 18.32 -10.74 -28.47 0.144
H 17.24 -9.04 -30.09 0.106
H 18.07 -8.86 -31.64 0.104
H 18.74 -8.12 -30.18 0.080
H 19.78 -12.39 -27.11 0.111
H 21.29 -12.49 -27.28 0.111
C 19.71 -9.43 -24.86 -0.155
C 19.94 -8.40 -23.80 -0.151
O 21.31 -7.99 -23.63 -0.149
O 20.72 -9.40 -25.91 -0.216
H 18.80 -9.28 -25.44 0.152
H 19.58 -10.43 -24.45 0.148
H 19.51 -8.81 -22.89 0.158
H 19.35 -7.51 -24.04 0.148
H 21.31 -7.39 -22.87 0.136
H 20.57 -10.19 -26.52 0.061
C 24.23 -5.18 -26.05 -0.168
C 23.59 -4.94 -24.71 -0.139
O 23.29 -6.24 -24.12 -0.155
O 23.62 -6.25 -26.77 -0.148
H 25.28 -5.47 -25.91 0.150
H 24.18 -4.23 -26.59 0.164
H 22.68 -4.35 -24.78 0.149
H 24.28 -4.31 -24.15 0.162
H 23.32 -6.09 -23.16 0.144
H 23.78 -6.04 -27.70 0.154
```

---

Density functional theory data (ωB97M-V/def2-TZVPD) for C28H40B2O31V as an isolated structure in a non-equilibrium geometry.

Output
- ΔE to the lowest compared entry with this formula, charge and spin (kJ/mol) = 0.00
- 2S+1 = 4
- HOMO level (alpha / beta) (eV) = -8.623 / -9.776
- charge = 0
- lowest unoccupied orbital energy (alpha / beta) (eV) = -0.25 / -0.25
- gap between HOMO and LUMO (alpha / beta) (hartree) = 0.3078 / 0.3501

```
102
Properties=species:S:1:pos:R:3:lowdin_charge:R:1
V -0.46 -0.38 -0.02 1.027
O 3.27 -0.68 -7.64 0.170
C 3.33 -1.09 -6.52 -0.400
O 3.14 -0.41 -5.41 0.230
B 3.30 -1.29 -4.23 -0.840
O 3.69 -2.58 -4.79 0.237
C 3.78 -2.47 -6.11 -0.395
O 4.11 -3.32 -6.89 0.172
O 2.02 -1.29 -3.45 0.248
C 2.19 -0.68 -2.34 -0.350
O 1.35 -0.53 -1.48 0.075
C 3.69 -0.30 -2.22 -0.361
O 4.32 -0.78 -3.28 0.253
O 4.20 0.12 -1.21 0.159
O -1.40 0.80 1.99 0.107
C -1.49 1.90 2.45 -0.340
O -1.12 3.04 1.89 0.227
B -1.50 4.16 2.76 -0.867
O -2.36 3.56 3.80 0.256
C -2.29 2.25 3.68 -0.385
O -2.87 1.49 4.41 0.143
O -0.40 4.89 3.39 0.222
C -0.44 6.16 2.99 -0.384
O 0.34 7.02 3.29 0.163
C -1.70 6.40 2.19 -0.415
O -2.24 5.22 2.02 0.221
O -2.06 7.44 1.70 0.157
C 3.02 4.46 2.06 -0.027
C 1.97 3.31 1.89 -0.146
O 2.67 2.08 2.12 0.067
C 2.22 1.00 1.52 -0.548
O 1.14 0.80 0.97 0.052
O 3.12 0.04 1.57 -0.012
C 4.53 0.24 1.81 -0.005
H 2.99 4.72 3.12 0.079
H 2.78 5.36 1.50 0.076
H 4.06 4.22 1.84 0.077
H 1.56 3.39 0.88 0.105
H 1.07 3.37 2.49 0.104
H 4.63 0.68 2.79 0.100
H 4.90 0.94 1.06 0.090
H 5.08 -0.68 1.67 0.097
C 2.69 3.98 -1.93 -0.031
C 1.53 2.99 -1.93 -0.193
O 0.36 3.68 -1.49 0.043
C -0.66 2.94 -1.08 -0.561
O -0.58 1.76 -0.91 0.082
O -1.78 3.64 -0.93 0.043
C -1.87 5.03 -1.15 -0.026
H 2.79 4.36 -0.91 0.064
H 2.66 4.77 -2.68 0.083
H 3.63 3.47 -2.11 0.084
H 1.79 2.26 -1.16 0.099
H 1.41 2.41 -2.84 0.139
H -1.85 5.26 -2.22 0.103
H -0.98 5.59 -0.85 0.103
H -2.74 5.43 -0.64 0.103
C -4.94 -2.34 -3.31 -0.053
C -5.26 -1.32 -2.22 -0.166
O -3.96 -0.92 -1.72 0.054
C -3.66 -0.81 -0.44 -0.533
O -2.60 -0.47 -0.02 0.068
O -4.67 -1.23 0.36 0.009
C -4.52 -0.90 1.73 -0.016
H -4.39 -3.17 -2.87 0.078
H -4.24 -1.86 -4.00 0.080
H -5.80 -2.64 -3.90 0.082
H -5.86 -1.72 -1.41 0.122
H -5.66 -0.40 -2.64 0.131
H -5.45 -0.93 2.30 0.105
H -4.14 0.10 1.97 0.101
H -3.89 -1.65 2.20 0.078
C -0.10 -6.30 0.86 -0.049
C 0.16 -5.58 -0.45 -0.206
O -0.19 -4.21 -0.28 0.047
C -0.42 -3.37 -1.30 -0.553
O -0.80 -2.24 -1.17 0.067
O -0.17 -3.96 -2.44 0.018
C -0.41 -3.31 -3.70 0.023
H 0.35 -7.29 0.91 0.085
H -1.17 -6.52 0.93 0.078
H 0.15 -5.64 1.69 0.077
H -0.21 -6.12 -1.32 0.129
H 1.24 -5.68 -0.62 0.125
H 0.34 -3.67 -4.40 0.107
H -0.27 -2.24 -3.59 0.090
H -1.42 -3.56 -4.00 0.100
C -2.09 -3.13 5.03 -0.054
C -1.60 -2.25 3.90 -0.181
O -0.23 -2.65 3.67 0.077
C 0.40 -2.24 2.59 -0.539
O -0.09 -1.68 1.62 0.043
O 1.62 -2.73 2.61 0.052
C 2.34 -2.94 1.41 -0.001
H -2.32 -4.15 4.71 0.078
H -3.01 -2.67 5.40 0.084
H -1.38 -3.18 5.86 0.083
H -1.60 -1.20 4.21 0.126
H -2.31 -2.35 3.08 0.101
H 3.21 -2.30 1.42 0.085
H 1.74 -2.78 0.51 0.087
H 2.71 -3.96 1.41 0.106
```

---

Density functional theory data (ωB97M-V/def2-TZVPD) for a 8-piece molecular cluster, C43H85ClIO16P overall.

Output
- HOMO level (eV) = -8.555
- charge = 0
- lowest unoccupied orbital energy (eV) = -1.42
- gap between HOMO and LUMO (hartree) = 0.2621

```
147
Properties=species:S:1:pos:R:3:lowdin_charge:R:1
C 1.72 -3.72 -2.24 -0.077
C 1.20 -3.43 -3.65 -0.287
C 0.84 -1.95 -3.91 -0.676
I 0.89 -1.50 -6.01 0.955
C 1.54 -0.90 -3.09 -0.204
C 2.95 -0.81 -3.03 -0.050
C 3.55 0.17 -2.23 -0.072
C 2.80 1.06 -1.49 -0.034
C 1.42 0.96 -1.53 -0.630
Cl 0.56 2.08 -0.54 0.721
C 0.75 -0.01 -2.30 -0.312
P -1.10 -0.03 -2.11 0.918
C -1.72 0.20 -3.82 -0.297
C -1.47 -1.80 -1.72 -0.281
C 5.05 0.31 -2.12 -0.327
O 5.56 1.30 -1.65 0.116
C 5.85 -0.85 -2.57 0.034
C 5.28 -1.79 -3.32 0.040
C 3.87 -1.72 -3.77 -0.332
O 3.53 -2.39 -4.72 0.006
H 2.81 -3.61 -2.17 0.072
H 1.51 -4.76 -1.99 0.080
H 1.25 -3.10 -1.49 0.060
H 0.27 -3.99 -3.79 0.108
H 1.89 -3.80 -4.40 0.074
H -0.21 -1.86 -3.69 -0.003
H 3.28 1.80 -0.88 0.120
H -2.31 1.12 -3.83 0.026
H -0.92 0.31 -4.54 -0.023
H -2.36 -0.63 -4.13 0.042
H -2.21 -1.84 -0.92 0.030
H -1.88 -2.32 -2.59 0.039
H -0.58 -2.35 -1.42 0.018
H 6.90 -0.87 -2.29 0.125
H 5.85 -2.65 -3.66 0.113
C -1.91 3.96 0.98 -0.135
O -2.78 4.90 0.38 -0.184
C -4.08 4.89 0.93 -0.196
C -4.30 6.04 1.89 -0.199
O -3.50 5.91 3.06 -0.186
C -2.34 6.73 3.05 -0.115
H -0.90 4.17 0.61 0.055
H -1.90 4.06 2.07 0.087
H -2.19 2.94 0.71 0.078
H -4.28 3.95 1.44 0.130
H -4.79 4.99 0.10 0.113
H -5.35 6.05 2.20 0.123
H -4.09 6.99 1.39 0.121
H -2.61 7.78 3.16 0.088
H -1.77 6.60 2.13 0.083
H -1.73 6.43 3.90 0.088
C 0.13 0.27 2.30 -0.130
O -0.34 -0.78 3.12 -0.184
C 0.68 -1.66 3.55 -0.203
C 1.10 -1.39 4.98 -0.200
O 1.75 -0.13 5.11 -0.192
C 0.92 0.87 5.66 -0.112
H -0.69 0.97 2.15 0.077
H 0.97 0.80 2.76 0.088
H 0.44 -0.11 1.33 0.061
H 1.55 -1.59 2.89 0.126
H 0.29 -2.68 3.48 0.122
H 1.82 -2.16 5.27 0.111
H 0.24 -1.46 5.64 0.128
H 0.72 0.68 6.72 0.088
H -0.04 0.94 5.13 0.084
H 1.45 1.82 5.57 0.088
C -10.76 7.41 -0.25 -0.112
O -9.74 7.91 -1.10 -0.187
C -8.67 8.53 -0.40 -0.199
C -7.47 7.62 -0.30 -0.204
O -7.71 6.49 0.51 -0.197
C -7.96 5.31 -0.23 -0.110
H -11.44 6.83 -0.87 0.089
H -10.35 6.76 0.53 0.083
H -11.32 8.23 0.21 0.088
H -8.99 8.83 0.60 0.128
H -8.39 9.43 -0.95 0.121
H -6.64 8.18 0.15 0.119
H -7.15 7.32 -1.30 0.121
H -7.04 4.97 -0.72 0.077
H -8.73 5.45 -0.98 0.085
H -8.28 4.54 0.47 0.091
C 4.89 -2.78 4.73 -0.104
O 3.89 -3.78 4.71 -0.211
C 4.21 -4.89 3.88 -0.201
C 4.67 -6.08 4.68 -0.203
O 5.91 -5.87 5.33 -0.185
C 5.79 -5.56 6.70 -0.111
H 4.62 -2.06 5.51 0.089
H 5.88 -3.19 4.96 0.085
H 4.93 -2.25 3.77 0.090
H 4.98 -4.61 3.15 0.128
H 3.31 -5.16 3.33 0.116
H 4.79 -6.93 4.00 0.130
H 3.90 -6.34 5.41 0.115
H 5.46 -6.44 7.27 0.088
H 5.09 -4.74 6.87 0.083
H 6.78 -5.26 7.06 0.089
C -4.74 9.97 -1.54 -0.107
O -5.55 9.17 -2.37 -0.212
C -6.15 9.88 -3.44 -0.202
C -5.43 9.63 -4.75 -0.205
O -4.12 10.17 -4.73 -0.188
C -3.11 9.20 -4.53 -0.109
H -4.21 9.30 -0.86 0.085
H -4.01 10.54 -2.12 0.086
H -5.35 10.66 -0.94 0.090
H -6.17 10.95 -3.22 0.128
H -7.19 9.53 -3.53 0.125
H -5.99 10.12 -5.55 0.126
H -5.41 8.56 -4.96 0.127
H -3.01 8.55 -5.40 0.089
H -3.32 8.58 -3.64 0.083
H -2.18 9.73 -4.38 0.089
C -1.41 -6.90 2.38 -0.111
O -1.30 -8.06 3.18 -0.188
C -0.13 -8.82 2.93 -0.206
C 0.92 -8.59 3.99 -0.202
O 1.42 -7.26 3.95 -0.204
C 0.88 -6.42 4.95 -0.105
H -2.25 -6.32 2.76 0.090
H -0.51 -6.29 2.42 0.081
H -1.61 -7.17 1.33 0.088
H 0.27 -8.59 1.94 0.126
H -0.42 -9.88 2.94 0.126
H 1.76 -9.26 3.81 0.126
H 0.52 -8.81 4.98 0.128
H 1.27 -6.69 5.94 0.091
H -0.21 -6.45 4.97 0.087
H 1.20 -5.40 4.72 0.079
C 6.35 -5.60 -5.82 -0.103
O 7.68 -5.55 -5.33 -0.188
C 7.76 -5.64 -3.92 -0.214
C 8.19 -7.01 -3.46 -0.207
O 7.21 -8.00 -3.76 -0.189
C 7.52 -8.78 -4.90 -0.111
H 6.40 -5.70 -6.90 0.091
H 5.81 -6.46 -5.41 0.086
H 5.81 -4.68 -5.58 0.078
H 6.79 -5.38 -3.46 0.120
H 8.50 -4.91 -3.58 0.124
H 8.33 -7.00 -2.38 0.126
H 9.15 -7.27 -3.92 0.127
H 8.37 -9.44 -4.70 0.088
H 7.76 -8.15 -5.77 0.084
H 6.64 -9.38 -5.13 0.089
```

---

Density functional theory data (ωB97M-V/def2-TZVPD) for C4H6F2O as an isolated structure in a non-equilibrium geometry.

Output
- ΔE to the lowest compared entry with this formula, charge and spin (kJ/mol) = 328.45
- HOMO level (eV) = -10.308
- charge = 0
- lowest unoccupied orbital energy (eV) = -0.31
- gap between HOMO and LUMO (hartree) = 0.3673

```
13
Properties=species:S:1:pos:R:3:lowdin_charge:R:1
C 1.02 1.57 0.09 -0.074
C 0.28 0.27 -0.25 -0.270
C 1.16 -0.96 0.17 -0.037
C -1.05 -0.13 0.36 -0.392
H 0.47 2.37 -0.26 0.036
H 1.37 1.85 1.20 0.135
H 2.00 1.78 -0.42 0.094
H 0.00 0.45 -1.27 0.152
H 0.51 -1.99 0.74 0.217
H -1.11 -0.31 1.36 0.131
O 2.47 -0.64 -0.13 -0.087
F -1.98 0.84 -0.07 0.022
F -1.52 -1.24 -0.21 0.072
```

---

Density functional theory data (ωB97M-V/def2-TZVPD) for a 2-piece molecular cluster, C5H14 overall in a non-equilibrium geometry.

Output
- ΔE to the lowest compared entry with this formula, charge and spin (kJ/mol) = 209.92
- HOMO level (eV) = -10.729
- charge = 0
- lowest unoccupied orbital energy (eV) = 1.12
- gap between HOMO and LUMO (hartree) = 0.4354

```
19
Properties=species:S:1:pos:R:3:lowdin_charge:R:1
C -1.35 -0.97 -2.89 -0.116
C -0.74 -0.30 -1.61 -0.275
C 0.73 -0.58 -0.99 -0.133
H -2.25 -0.42 -2.92 0.035
H -0.99 -0.66 -3.93 0.082
H -1.32 -2.06 -2.85 0.065
H -1.33 -0.62 -0.65 0.114
H -0.68 0.83 -1.43 0.105
H 0.56 -0.88 -0.01 0.014
H 1.33 0.26 -1.05 0.025
H 1.18 -1.41 -1.58 0.075
C 0.43 0.44 3.20 -0.185
C 0.81 1.35 2.06 -0.180
H 1.40 0.12 3.55 0.042
H 0.02 1.03 4.08 0.090
H 0.11 -0.58 2.96 0.067
H 1.76 1.77 2.29 0.044
H 0.83 0.85 1.00 0.067
H 0.05 2.14 1.95 0.065
```

---

Density functional theory data (ωB97M-V/def2-TZVPD) for the molecule C13H14ClNO5.

Output
- ΔE to the lowest compared entry with this formula, charge and spin (kJ/mol) = 0.00
- HOMO level (eV) = -9.137
- charge = 0
- lowest unoccupied orbital energy (eV) = 0.60
- gap between HOMO and LUMO (hartree) = 0.3578

```
34
Properties=species:S:1:pos:R:3:lowdin_charge:R:1
C 0.93 2.01 5.13 -0.038
O 2.00 1.70 4.24 -0.021
C 1.69 0.95 3.19 -0.482
O 0.60 0.52 2.94 0.115
C 2.91 0.67 2.32 -0.055
N 2.48 0.04 1.10 0.083
C 2.88 0.47 -0.11 -0.469
O 3.82 1.22 -0.29 0.083
C 2.07 -0.12 -1.27 -0.056
O 0.78 -0.55 -0.87 -0.009
C -0.17 0.40 -0.75 -0.484
O 0.03 1.56 -0.97 0.144
C -1.49 -0.22 -0.35 -0.036
C -2.11 -0.78 -1.60 -0.223
C -1.92 -2.11 -1.95 -0.029
C -2.46 -2.62 -3.12 -0.099
C -3.19 -1.79 -3.95 -0.678
Cl -3.87 -2.42 -5.41 0.670
C -3.38 -0.46 -3.62 -0.097
C -2.84 0.04 -2.45 -0.023
H 1.38 2.55 5.96 0.095
H 0.45 1.10 5.48 0.097
H 0.20 2.64 4.62 0.100
H 3.44 1.60 2.08 0.140
H 3.60 0.02 2.88 0.142
H 1.62 -0.49 1.17 0.132
H 2.58 -1.00 -1.66 0.143
H 1.99 0.64 -2.05 0.141
H -1.32 -1.00 0.38 0.128
H -2.12 0.57 0.08 0.133
H -1.34 -2.76 -1.30 0.119
H -2.31 -3.66 -3.38 0.105
H -3.95 0.18 -4.28 0.106
H -2.98 1.08 -2.20 0.122
```

---

no.,total energy (Eh)
1,-1300.9993
2,-4417.6457
3,-3992.1562
4,-430.8588
5,-198.8092
6,-1394.9813